<A>
Molecular formula: C6H14O
Method: DFT, wB97M-V/def2-TZVPD

Computed properties:
HOMO level ... -10.236 eV
LUMO level ... 0.97 eV
Orbital gap ... 11.2063 eV
Structure (SMILES) ... CC(C)C[C@@H](C)O

Last column: Löwdin charge in e.
Atoms and positions in Å:
C  -1.9197  -0.4478  -1.2659  -0.083
C  -1.0929  -0.3584  0.0213  -0.433
C  -1.9281  0.1299  1.1992  -0.087
C  0.1430  0.5534  -0.0966  -0.154
C  1.4429  -0.2258  -0.1941  -0.455
C  2.6362  0.6971  -0.0436  -0.060
O  1.4529  -1.1796  0.8711  -0.049
H  -2.8283  -1.0415  -1.1016  0.075
H  -1.3575  -0.9464  -2.0649  0.075
H  -2.2239  0.5400  -1.6340  0.077
H  -0.7518  -1.3786  0.2316  0.125
H  -2.7893  -0.5200  1.3724  0.074
H  -2.2761  1.1467  0.9790  0.083
H  -1.3429  0.1699  2.1280  0.082
H  0.2183  1.2077  0.7826  0.116
H  0.0666  1.2398  -0.9539  0.126
H  1.4486  -0.7303  -1.1760  0.145
H  2.6175  1.0823  0.9816  0.088
H  2.6090  1.5477  -0.7334  0.084
H  3.5660  0.1419  -0.2024  0.077
H  2.3094  -1.6280  0.8997  0.094

=====

<B>
Molecular formula: C6H14O
Method: DFT, wB97M-V/def2-TZVPD

Computed properties:
HOMO level ... -10.295 eV
LUMO level ... 1.02 eV
Orbital gap ... 11.3153 eV
Structure (SMILES) ... CCCCCCO

Last column: Löwdin charge in e.
Atoms and positions in Å:
C  -3.4020  0.2296  0.5409  -0.124
C  -2.1932  0.0148  -0.3663  -0.284
C  -0.8673  0.0540  0.3890  -0.247
C  0.3567  -0.1631  -0.5028  -0.227
C  1.6494  -0.0463  0.3057  -0.207
C  2.9454  -0.1693  -0.4855  -0.286
O  3.9998  0.2615  0.3619  -0.076
H  -4.3392  0.2088  -0.0255  0.067
H  -3.3446  1.1976  1.0525  0.071
H  -3.4603  -0.5480  1.3114  0.071
H  -2.2864  -0.9500  -0.8821  0.108
H  -2.1839  0.7823  -1.1522  0.108
H  -0.7732  1.0233  0.9003  0.117
H  -0.8758  -0.7042  1.1855  0.117
H  0.3453  0.5871  -1.3071  0.116
H  0.2783  -1.1430  -0.9971  0.118
H  1.6531  0.9337  0.8014  0.119
H  1.6549  -0.7997  1.1052  0.120
H  3.1030  -1.2123  -0.8026  0.119
H  2.8992  0.4435  -1.4017  0.117
H  4.8409  -0.0002  -0.0310  0.084

=====

<C>
Molecular formula: C6H14O
Method: DFT, wB97M-V/def2-TZVPD

Computed properties:
HOMO level ... -8.675 eV
LUMO level ... 0.87 eV
Orbital gap ... 9.5414 eV
Structure (SMILES) ... C/C=C(\C)CC.O

Last column: Löwdin charge in e.
Atoms and positions in Å:
C  -1.3220  -1.0761  -1.6199  -0.115
C  -0.1424  -0.2072  -1.2250  -0.127
C  0.5502  -0.2521  -0.0909  -0.343
C  0.4607  -1.2951  0.9782  -0.066
C  1.5362  0.8863  0.1581  -0.210
C  3.0934  0.5577  0.1785  -0.099
H  -1.8293  -0.7524  -2.5301  0.056
H  -1.1669  -2.1149  -1.9992  0.076
H  -2.0865  -1.1793  -0.8443  0.069
H  0.0894  0.5778  -1.9609  0.102
H  0.3120  -0.9773  2.0280  0.084
H  1.3944  -1.8421  0.8191  0.077
H  -0.1941  -2.2274  0.8808  0.095
H  1.4359  1.1312  1.2293  0.105
H  1.3384  1.6500  -0.6061  0.100
H  3.4370  1.5773  -0.0533  0.060
H  3.3512  -0.1348  -0.6485  0.076
H  3.5184  0.3016  1.1522  0.061
O  -4.4571  1.9281  1.0569  -0.063
H  -4.2362  2.2520  1.9307  0.026
H  -5.0829  1.1967  1.1665  0.037

=====

Stability summary: most stable <A>, least stable <C>.

=====

<A>
Molecular formula: C6H14O
Method: DFT, wB97M-V/def2-TZVPD

Computed properties:
HOMO level ... -9.672 eV
LUMO level ... 1.05 eV
Orbital gap ... 10.7214 eV
Structure (SMILES) ... C=CCCOC.C

Last column: Löwdin charge in e.
Atoms and positions in Å:
C  1.5472  -1.3833  1.5183  -0.028
C  0.9774  -0.1833  1.5870  -0.199
C  -0.4947  0.0624  1.4209  -0.183
C  -0.8445  0.9099  0.2030  -0.255
O  -2.2364  1.1129  0.2238  -0.193
C  -2.6952  1.8720  -0.8618  -0.125
H  0.9611  -2.2809  1.3266  0.069
H  2.6219  -1.5178  1.6113  0.062
H  1.6086  0.6914  1.7547  0.106
H  -0.8959  0.5781  2.3030  0.121
H  -1.0251  -0.8929  1.3386  0.118
H  -0.3136  1.8785  0.2296  0.129
H  -0.5405  0.4001  -0.7286  0.122
H  -2.2467  2.8786  -0.8755  0.089
H  -3.7787  1.9699  -0.7556  0.088
H  -2.4743  1.3815  -1.8237  0.089
C  1.9672  -1.4938  -1.6997  -0.052
H  2.5962  -2.3190  -1.3503  0.022
H  2.4748  -0.9504  -2.5006  0.019
H  1.0161  -1.8923  -2.0628  0.022
H  1.7752  -0.8215  -0.8582  -0.019

=====

<B>
Molecular formula: C6H14O
Method: DFT, wB97M-V/def2-TZVPD

Computed properties:
HOMO level (spin up / spin down) ... -8.408 / -8.394 eV
LUMO level (spin up / spin down) ... -0.61 / -0.62 eV
Orbital gap (spin up / spin down) ... 7.7939 / 7.7759 eV

Last column: Löwdin charge in e.
Atoms and positions in Å:
C  1.8706  -1.7576  0.3579  0.054
O  1.5354  -0.2131  -1.2077  -0.198
C  0.8029  0.8114  -0.8703  -0.335
C  -0.5872  0.4257  0.0051  -0.566
C  -1.1355  1.7820  0.4431  -0.062
C  -1.5039  -0.3208  -0.9587  -0.053
C  -0.1753  -0.4070  1.1207  -0.008
H  1.6846  -2.3699  1.2480  0.055
H  2.7982  -1.2004  0.4150  0.062
H  1.7632  -2.3159  -0.5641  0.058
H  0.3007  1.3079  -1.7265  0.123
H  1.3085  1.5904  -0.2538  0.115
H  -0.4732  2.2615  1.1727  0.084
H  -2.1287  1.6828  0.8951  0.087
H  -1.2221  2.4474  -0.4252  0.087
H  -0.9550  -1.1525  -1.4152  0.090
H  -1.8417  0.3381  -1.7670  0.087
H  -2.3909  -0.7149  -0.4491  0.084
H  0.8727  -0.9719  0.6204  0.012
H  -0.7376  -1.3141  1.3476  0.110
H  0.2142  0.0909  2.0121  0.113

=====

Stability summary: most stable <A>, least stable <B>.

=====

<A>
Molecular formula: C6H14O
Method: DFT, wB97M-V/def2-TZVPD

Computed properties:
HOMO level ... -10.157 eV
LUMO level ... 1.04 eV
Orbital gap ... 11.1945 eV
Structure (SMILES) ... CC(C)C[C@@H](C)O

Last column: Löwdin charge in e.
Atoms and positions in Å:
C  -0.7227  -0.6123  -1.8921  -0.080
C  0.0366  0.4841  -1.1431  -0.436
C  1.2662  0.9237  -1.9449  -0.091
C  0.4743  0.0463  0.2628  -0.158
C  -0.6316  -0.3163  1.2534  -0.451
C  -0.0491  -0.6235  2.6345  -0.060
O  -1.5424  0.7713  1.3530  -0.036
H  -0.9663  -0.2913  -2.9122  0.077
H  -1.6634  -0.8694  -1.3936  0.073
H  -0.1152  -1.5244  -1.9683  0.083
H  -0.6301  1.3493  -1.0313  0.132
H  0.9887  1.2688  -2.9480  0.075
H  1.9707  0.0896  -2.0651  0.080
H  1.8012  1.7409  -1.4463  0.076
H  1.0477  0.8687  0.7137  0.123
H  1.1557  -0.8138  0.1769  0.128
H  -1.1883  -1.1978  0.8966  0.136
H  0.5756  0.2091  2.9881  0.087
H  0.5699  -1.5230  2.6051  0.082
H  -0.8355  -0.7890  3.3854  0.083
H  -1.5988  0.9518  2.2962  0.077

=====

<B>
Molecular formula: C6H14O
Method: DFT, wB97M-V/def2-TZVPD

Computed properties:
HOMO level ... -9.715 eV
LUMO level ... 1.05 eV
Orbital gap ... 10.7607 eV
Structure (SMILES) ... C=CCCC.CO

Last column: Löwdin charge in e.
Atoms and positions in Å:
C  -1.0210  1.9338  -0.4254  -0.018
C  0.1568  1.3642  -0.6730  -0.195
C  0.3371  -0.0419  -1.1752  -0.236
C  1.5894  -0.7365  -0.6413  -0.279
C  1.7349  -2.1443  -1.2092  -0.121
H  -1.1145  2.9739  -0.1274  0.071
H  -1.9522  1.3791  -0.5349  0.073
H  1.0680  1.9572  -0.5729  0.110
H  0.4031  -0.0139  -2.2733  0.120
H  -0.5561  -0.6389  -0.9435  0.111
H  1.5547  -0.7742  0.4552  0.108
H  2.4702  -0.1325  -0.9012  0.109
H  2.6677  -2.6162  -0.8868  0.069
H  1.7305  -2.1198  -2.3053  0.073
H  0.9039  -2.7839  -0.8885  0.074
C  -1.9249  0.1905  2.2905  -0.176
O  -1.0562  1.2976  2.3824  -0.135
H  -2.9673  0.4956  2.4508  0.080
H  -1.6852  -0.5661  3.0451  0.074
H  -1.8798  -0.3023  1.3126  0.063
H  -0.4588  1.2785  1.6214  0.026

=====

Stability summary: most stable <A>, least stable <B>.

=====

<A>
Molecular formula: C4H15NO3
Method: DFT, wB97M-V/def2-TZVPD

Computed properties:
HOMO level ... -9.291 eV
LUMO level ... -3.61 eV
Orbital gap ... 5.6785 eV

Last column: Löwdin charge in e.
Atoms and positions in Å:
C  -0.6948  -0.7761  0.3592  -0.029
C  -0.8804  0.3751  0.9452  -0.089
C  -0.0478  1.1880  1.8739  -0.050
O  1.3558  1.9045  -0.7402  -0.105
C  -1.0127  -1.1210  -1.1022  -0.240
N  0.0567  -0.8278  -1.9289  0.081
H  0.4249  -2.8924  2.4141  0.036
H  1.1635  -2.8695  2.4422  0.044
H  -1.6759  0.9738  0.4569  0.137
H  -0.3333  2.2347  1.8322  0.088
H  0.9893  1.0978  1.5638  0.072
H  -0.1167  0.8242  2.9041  0.094
H  1.8302  2.1984  -1.5270  0.036
H  -1.4014  -2.1439  -1.1142  0.127
H  -1.7737  -0.3301  -1.3306  0.126
H  -0.0185  0.1741  -2.0078  0.028
H  0.8782  -1.2103  -1.4159  0.058
H  -1.5806  2.3595  -1.6916  -0.017
H  0.4185  1.8693  -1.0719  -0.021
O  -1.1539  1.4997  -1.6405  -0.320
H  2.1063  -1.2297  0.0646  0.059
H  0.1398  -1.4892  0.6774  0.055
O  1.3265  -1.8090  0.0369  -0.169

=====

<B>
Molecular formula: C4H15NO3
Method: DFT, wB97M-V/def2-TZVPD

Computed properties:
HOMO level ... -9.198 eV
LUMO level ... 0.80 eV
Orbital gap ... 10.0012 eV
Structure (SMILES) ... C1CCNC1.O.O.O

Last column: Löwdin charge in e.
Atoms and positions in Å:
C  0.2914  1.7580  -0.6109  -0.169
C  0.5288  1.1461  0.7524  -0.155
C  -0.8897  0.7723  1.2481  -0.197
N  -1.7011  0.5910  0.0211  -0.098
C  -1.2372  1.6614  -0.8390  -0.220
H  0.6314  2.7798  -0.6878  0.097
H  0.7475  1.1892  -1.4542  0.112
H  1.1002  1.6879  1.4730  0.101
H  1.0423  0.1652  0.5933  0.093
H  -1.4468  1.4023  1.9445  0.110
H  -0.7157  -0.1760  1.7514  0.093
H  -2.7048  0.5513  0.1620  0.130
H  -1.6544  2.6652  -0.6367  0.111
H  -1.5274  1.3910  -1.8513  0.109
O  -0.8412  -1.8828  -0.6391  -0.079
H  -0.1073  -1.6756  -1.1984  0.000
H  -1.0320  -0.9780  -0.2503  0.005
O  1.1133  -2.2927  1.1838  -0.019
H  1.0710  -3.1902  1.5418  0.073
H  0.2621  -2.1255  0.9975  -0.072
O  2.1949  -1.4889  -1.3320  -0.058
H  3.0907  -1.8337  -1.4256  0.046
H  1.7841  -2.1174  -0.7436  -0.014

=====

<C>
Molecular formula: C4H15NO3
Method: DFT, wB97M-V/def2-TZVPD

Computed properties:
HOMO level ... -9.304 eV
LUMO level ... 0.49 eV
Orbital gap ... 9.7909 eV
Structure (SMILES) ... C[C@H](O)CCN.O.O

Last column: Löwdin charge in e.
Atoms and positions in Å:
C  2.1207  0.0795  0.9506  -0.051
C  0.6385  -0.2404  0.7951  -0.439
O  0.4886  -1.6417  0.5622  -0.050
C  -0.0596  0.5849  -0.2908  -0.145
C  -1.2157  -0.1420  -0.9545  -0.303
N  -2.4446  -0.3536  -0.2057  0.020
H  2.6691  -0.0053  0.0141  0.079
H  2.5244  -0.6130  1.6898  0.084
H  2.2676  1.1021  1.3122  0.083
H  0.1575  -0.1299  1.7656  0.126
H  1.0996  -1.9857  -0.0972  0.095
H  -0.4102  1.5184  0.1524  0.098
H  0.6748  0.8273  -1.0643  0.113
H  -1.5425  0.4870  -1.7932  0.115
H  -0.9033  -1.0699  -1.4100  0.080
H  -2.7393  0.4824  0.2715  0.063
H  -2.3573  -1.1449  0.4167  0.070
O  0.4866  -1.5572  -3.6186  -0.049
H  -0.0384  -1.2902  -2.8597  -0.016
H  1.3696  -1.1795  -3.6449  0.036
O  -1.2241  2.1407  2.9133  -0.054
H  -0.3679  1.7506  3.1174  0.027
H  -1.1943  2.3803  1.9779  0.018

=====

Stability summary: most stable <B>, least stable <A>.

=====

<A>
Molecular formula: C4H15NO3
Method: DFT, wB97M-V/def2-TZVPD

Computed properties:
HOMO level ... -8.762 eV
LUMO level ... 0.65 eV
Orbital gap ... 9.4138 eV
Structure (SMILES) ... CC/C=C/N.O.O.O

Last column: Löwdin charge in e.
Atoms and positions in Å:
C  -2.5089  0.5638  1.0304  -0.097
C  -1.3268  -0.0379  1.8281  -0.238
C  -0.4512  -1.0255  1.0018  -0.120
C  0.2923  -0.5159  0.0294  -0.216
N  0.9289  -1.3953  -0.9250  0.029
H  -2.5136  1.6191  1.2919  0.069
H  -3.4902  0.1799  1.2761  0.057
H  -2.4282  0.2742  -0.0138  0.064
H  -0.6187  0.7638  1.9860  0.069
H  -1.5998  -0.4990  2.7781  0.099
H  -0.5930  -2.0885  1.1316  0.096
H  0.6489  0.4896  -0.1101  0.089
H  1.9256  -1.2177  -0.9420  0.081
H  0.8321  -2.3582  -0.6324  0.074
O  2.3511  0.9758  2.7634  -0.067
H  1.6179  1.3269  2.2594  0.004
H  2.0801  0.0896  3.0914  0.052
O  1.1339  1.6035  -1.9313  -0.069
H  0.3897  1.0298  -2.1470  0.010
H  1.2947  2.0932  -2.7532  0.057
O  0.6041  -0.6798  -4.0414  -0.063
H  -0.0078  -0.7925  -3.3243  -0.002
H  1.4390  -0.3990  -3.6471  0.023

=====

<B>
Molecular formula: C4H15NO3
Method: DFT, wB97M-V/def2-TZVPD

Computed properties:
HOMO level ... -8.073 eV
LUMO level ... 0.55 eV
Orbital gap ... 8.6251 eV
Structure (SMILES) ... C=CNCC.O.O.O

Last column: Löwdin charge in e.
Atoms and positions in Å:
C  1.5698  1.7147  1.1411  -0.026
C  0.8409  0.6233  0.8931  -0.232
N  1.1172  -0.1341  -0.2573  -0.074
C  0.1566  -1.0291  -0.9042  -0.260
C  0.8712  -2.2247  -1.5119  -0.104
H  1.4003  2.3725  1.9803  0.038
H  2.4431  1.9422  0.5447  0.052
H  -0.0851  0.1798  1.2495  0.077
H  2.0317  -0.0648  -0.6579  0.116
H  -0.5650  -1.4357  -0.2063  0.112
H  -0.2386  -0.4558  -1.7436  0.099
H  1.3252  -2.8888  -0.7702  0.073
H  0.0927  -2.8082  -2.0094  0.076
H  1.7223  -1.9832  -2.1497  0.070
O  -0.5300  2.5623  -1.5963  -0.060
H  0.0842  2.0779  -1.0371  -0.013
H  -0.3172  2.1810  -2.4667  0.045
O  -1.2347  -1.0268  2.8514  -0.079
H  -0.3188  -1.1292  3.1576  0.050
H  -1.7403  -0.2758  3.2287  0.062
O  -3.1832  0.3741  0.0293  -0.059
H  -2.5714  0.3392  0.7747  0.007
H  -2.8709  1.0890  -0.5398  0.029

=====

Stability summary: most stable <A>, least stable <B>.

=====

<A>
Molecular formula: C2HN3O3
Method: DFT, wB97M-V/def2-TZVPD

Computed properties:
HOMO level ... -11.541 eV
LUMO level ... -0.89 eV
Orbital gap ... 10.6468 eV
Structure (SMILES) ... N#CN(C=O)[N+](=O)[O-]

Last column: Löwdin charge in e.
Atoms and positions in Å:
N  0.3079  -2.5085  2.5148  0.218
C  0.0758  -1.8476  1.6278  -0.271
N  -0.1668  -1.0315  0.5792  0.064
C  0.3085  0.3087  0.7261  -0.262
O  1.0263  0.7642  1.5483  0.124
N  -0.9189  -1.7306  -0.5227  -0.355
O  -1.3398  -2.7059  -0.0952  0.192
O  -0.9665  -1.0843  -1.5380  0.142
H  -0.1912  1.0151  0.0206  0.148

=====

<B>
Molecular formula: C2HN3O3
Method: DFT, wB97M-V/def2-TZVPD

Computed properties:
HOMO level ... -10.798 eV
LUMO level ... -0.71 eV
Orbital gap ... 10.0925 eV
Structure (SMILES) ... O=c1nn[nH]c(=O)o1

Last column: Löwdin charge in e.
Atoms and positions in Å:
O  -0.2264  2.5178  -0.9158  0.194
C  -0.2926  1.4273  -0.5118  -0.414
N  -1.5344  0.5355  -0.4945  0.139
N  -1.3069  -0.6413  -0.1603  -0.004
N  -0.1828  -1.1280  0.3061  0.101
C  0.9885  -0.4865  0.3398  -0.553
O  1.9897  -1.0193  0.6535  0.183
O  0.8768  0.8200  -0.0105  0.163
H  -0.3120  -2.0255  0.7936  0.190

=====

<C>
Molecular formula: C2HN3O3
Method: DFT, wB97M-V/def2-TZVPD

Computed properties:
HOMO level (spin up / spin down) ... -9.554 / -9.553 eV
LUMO level (spin up / spin down) ... -2.33 / -2.40 eV
Orbital gap (spin up / spin down) ... 7.2240 / 7.1508 eV
Structure (SMILES) ... O=NC(=O)NC1=NO1

Last column: Löwdin charge in e.
Atoms and positions in Å:
O  2.5732  -0.7653  -0.1850  0.157
N  1.7191  -0.1066  0.3148  0.086
C  0.8703  0.8887  -0.1079  -0.415
O  1.0315  2.0798  -0.1355  0.145
N  -0.5425  0.4951  0.0331  0.205
C  -1.0292  -0.6957  0.0063  -0.559
N  -0.9933  -1.9223  -0.1098  0.208
O  -2.3416  -1.1216  -0.0339  -0.003
H  -1.2875  1.1478  0.2180  0.176

=====

Stability summary: most stable <B>, least stable <C>.